No. 1
# C5H10O

C5H10O in the gas phase (ωB97M-V with the def2-TZVPD basis set, the Open Molecules 2025 dataset).

Geometry as XYZ:
```
16
Properties=species:S:1:pos:R:3:forces:R:3:mulliken_charge:R:1
O 1.261 -0.706 -0.220 0.16 -0.16 0.04 -0.54
C 0.321 -0.055 -1.066 -0.17 0.11 -0.19 -0.13
C 1.011 1.424 0.946 0.01 0.04 -0.02 -1.47
C -0.741 -0.425 1.274 0.01 -0.01 -0.01 -1.42
C -0.683 -0.965 -1.730 0.00 -0.03 0.01 -1.43
C 0.329 0.195 0.385 -0.11 0.17 0.16 1.46
H -0.968 0.234 2.119 0.06 -0.12 -0.13 0.39
H 0.290 2.163 1.311 0.06 -0.12 -0.10 0.36
H -1.663 -0.486 -1.841 0.16 -0.01 0.00 0.29
H -1.675 -0.595 0.727 0.16 0.00 0.09 0.32
H 1.656 1.898 0.200 -0.10 -0.11 0.08 0.38
H -0.334 -1.261 -2.725 -0.05 0.06 0.15 0.35
H -0.800 -1.873 -1.132 -0.04 0.15 -0.09 0.40
H 0.753 0.718 -1.709 -0.02 -0.14 0.13 0.40
H 1.642 1.121 1.791 -0.11 0.06 -0.08 0.31
H -0.397 -1.385 1.669 -0.03 0.13 -0.05 0.31
```
Positions in Å, forces in eV/Å.

Properties
- maximum force (hartree/bohr) = 0.0053
- DFT total energy (eV) = -7393.770
- HOMO-LUMO gap (eV) = 11.1
- ΔE to the lowest compared entry with this formula, charge and spin (kJ/mol) = 96.0
- E_HOMO (eV) = -10.02
- LUMO (Eh) = 0.0386
- charge = 0



No. 2
# C34H74N2O25S7

8 unconnected molecules or ions with the total composition C34H74N2O25S7 in a non-equilibrium geometry (ωB97M-V with the def2-TZVPD basis set, the Open Molecules 2025 dataset).

Geometry as XYZ:
```
142
Properties=species:S:1:pos:R:3:forces:R:3:mulliken_charge:R:1
S 3.243 2.379 -2.304 0.54 -0.56 0.03 1.17
S -3.026 -1.946 -5.454 -0.87 0.11 -0.21 1.22
S 2.155 -3.565 -6.294 -0.81 -0.15 -0.28 1.30
S -1.711 -2.452 6.484 0.32 0.41 0.17 1.12
S -2.515 3.234 5.054 -0.26 0.39 0.59 1.06
S 6.596 -3.444 -3.056 -0.22 0.22 -0.46 1.20
S 3.274 -7.271 6.918 -0.27 -0.03 -0.34 1.18
O -4.308 -1.078 -5.963 0.61 -1.30 0.62 -0.29
O -1.498 7.627 0.812 -4.63 -5.14 -3.84 -0.60
O 3.476 3.276 -3.413 -0.26 -0.29 1.11 -0.70
O 3.069 -3.071 -7.299 -0.17 -0.53 0.98 -0.72
O 6.358 -3.939 -1.719 0.61 0.28 -0.81 -0.66
O -2.384 2.635 3.744 -0.14 0.05 1.16 -0.35
O 1.992 -6.403 6.410 0.46 -1.15 0.60 -0.27
O -4.085 3.575 5.328 1.29 0.47 -0.31 -0.33
O 7.599 -4.024 -3.925 -0.59 0.29 1.04 -0.63
O 1.574 -5.012 -6.768 -0.16 1.31 0.28 -0.28
O 4.081 -7.625 5.768 -0.44 0.50 1.15 -0.60
O -1.959 2.617 6.241 -0.39 0.20 -1.25 -0.59
O -2.219 -2.300 -6.604 -0.40 0.49 1.02 -0.58
O 4.672 1.785 -1.791 -1.35 -0.19 -0.64 -0.11
O 2.519 -3.646 -4.894 -0.05 0.09 -1.15 -0.53
O -4.909 3.874 -1.906 5.60 4.98 3.47 -0.65
O 1.232 6.378 1.329 -2.33 -6.64 -5.26 -0.51
O 2.461 2.769 -1.149 0.43 0.16 -0.93 -0.57
O -2.563 -1.293 6.657 0.50 -1.14 -0.44 -0.50
O -4.396 8.023 1.159 0.94 -3.25 -0.96 -0.50
O 6.829 -1.832 -2.991 -0.67 -0.86 -0.27 -0.18
O -0.202 -1.945 6.137 -0.84 -0.73 0.93 -0.21
O -2.060 -3.537 5.594 0.10 0.98 0.37 -0.66
O 3.839 -6.636 8.088 -0.17 -0.26 -1.06 -0.63
O -2.461 -1.311 -4.284 0.01 -0.26 -1.07 -0.59
N -1.803 3.573 -2.428 -1.53 0.67 2.30 -0.20
N -6.261 6.080 -0.272 2.34 -1.47 -0.07 -0.29
C 0.098 5.742 -0.935 -0.12 1.31 0.77 -0.71
C -5.033 2.518 5.246 -0.75 -0.98 0.15 -0.21
C 5.371 3.330 -0.047 -0.29 0.16 0.15 -0.95
C -3.374 0.475 -7.586 0.30 -0.13 -0.15 -0.99
C 5.056 -3.419 -3.939 0.25 0.26 0.20 -0.68
C -1.367 -3.122 8.092 0.22 0.02 -0.01 -0.94
C -2.276 6.761 0.157 3.36 3.47 2.07 0.48
C -4.117 0.297 -6.274 0.26 1.18 -0.43 -0.08
C 5.683 2.702 -1.392 0.75 0.84 0.51 -0.29
C -3.903 6.908 0.327 -1.27 -2.50 -1.25 0.02
C -2.103 2.162 -1.976 0.72 -2.04 0.12 -0.53
C -4.758 5.915 -0.388 1.98 2.70 1.48 -0.16
C -1.924 4.906 4.979 -0.21 0.06 -0.03 -1.07
C -4.040 4.721 -1.310 -3.73 -2.72 -2.21 0.56
C 2.183 -5.028 6.098 0.23 1.09 -0.42 0.09
C 0.856 5.359 0.506 1.66 5.44 3.25 0.09
C -4.943 1.591 6.444 0.32 -0.19 0.16 -0.77
C 0.634 -2.656 -6.411 0.09 -0.30 -0.04 -1.05
C 2.572 0.859 -2.930 0.18 -0.10 0.04 -1.02
C 3.106 -6.624 -5.781 0.15 0.10 0.28 -0.30
C 2.926 -4.850 4.786 0.32 -0.14 -0.15 -1.17
C -8.562 5.227 0.398 0.30 0.04 -0.60 -0.93
C -2.383 4.627 -1.518 1.99 1.80 1.35 0.03
C -6.915 4.971 0.521 -1.79 -0.64 0.37 0.10
C -2.491 2.012 0.754 1.18 -0.45 0.15 -0.46
C -0.527 -0.157 4.521 -0.29 0.11 0.06 -1.04
C 7.868 -1.329 -2.159 0.90 0.28 0.49 -0.03
C 9.238 -1.584 -2.759 0.20 -0.29 -0.13 -1.09
C 2.385 -8.720 7.429 -0.21 0.08 -0.01 -0.92
C -1.447 1.759 -0.523 -1.10 -1.19 0.17 -0.07
C -1.532 5.631 -0.825 -2.60 -1.41 -0.68 0.22
C 0.082 -1.516 4.812 0.11 0.59 -1.14 -0.35
C -3.915 -3.395 -4.943 -0.17 0.09 -0.02 -1.01
C 2.499 -6.054 -7.051 0.80 -0.85 -0.05 -0.40
H 3.276 -5.705 -7.739 -0.12 0.13 0.08 0.32
H -6.700 6.223 -1.213 0.67 -0.62 1.20 0.34
H -4.717 7.684 2.049 0.58 0.24 -1.77 0.32
H 1.798 -9.091 6.586 0.11 0.11 0.09 0.31
H 4.780 -4.454 -4.155 0.21 0.22 0.19 -0.08
H -1.595 1.435 -2.775 -1.13 1.69 1.53 0.12
H 5.191 -2.869 -4.871 0.01 -0.09 0.14 0.35
H 9.289 -1.199 -3.783 -0.02 0.02 0.17 0.26
H -4.915 1.967 4.307 0.14 0.12 0.04 0.24
H -2.315 -3.442 8.530 0.06 0.09 -0.21 0.38
H 5.177 2.558 0.704 0.11 0.08 -0.11 0.26
H -5.017 2.157 7.377 -0.08 -0.04 -0.15 0.26
H 0.339 6.902 -1.088 -0.56 -2.58 0.53 0.34
H -3.872 -0.078 -8.389 0.01 0.13 0.12 0.26
H 1.134 4.272 0.835 -0.74 1.84 -0.84 0.24
H 1.546 1.054 -3.248 0.14 0.13 0.08 0.34
H -0.918 -2.344 8.712 -0.07 -0.07 -0.15 0.32
H -0.837 4.871 4.883 -0.16 -0.15 -0.01 0.39
H -0.223 0.572 5.278 -0.02 -0.10 -0.14 0.30
H 3.172 0.527 -3.780 -0.03 0.09 0.15 0.37
H 6.618 2.135 -1.311 -0.36 -0.17 -0.21 0.15
H 3.117 -9.472 7.729 0.02 0.23 -0.08 0.37
H 4.477 3.958 -0.102 0.15 -0.05 0.00 0.20
H -3.603 0.810 -5.455 -0.03 -0.18 0.01 0.13
H -3.237 1.873 -1.959 2.11 1.04 -0.11 0.24
H -1.620 -0.203 4.536 0.17 0.04 -0.04 0.26
H -3.183 -4.147 -4.643 0.02 0.21 -0.07 0.36
H 3.740 -7.485 -6.005 -0.12 0.06 -0.06 0.42
H -0.251 -2.265 4.085 -0.06 -0.04 0.18 0.37
H -2.362 5.401 4.110 0.06 -0.11 0.11 0.26
H -2.197 5.420 5.902 0.01 -0.14 -0.12 0.37
H 2.982 -3.794 4.511 -0.11 -0.06 0.08 0.35
H -5.737 0.841 6.417 0.01 0.13 -0.06 0.39
H 2.577 0.114 -2.132 0.03 0.15 -0.08 0.37
H -4.560 -3.140 -4.100 0.12 0.03 -0.15 0.33
H -0.766 3.620 -2.518 -1.22 0.54 0.42 0.38
H -3.318 1.531 -7.861 -0.11 -0.09 0.08 0.40
H -5.111 0.748 -6.365 0.08 -0.41 0.20 0.27
H 4.293 -2.951 -3.314 0.20 -0.13 -0.11 0.35
H -8.744 6.275 -0.143 0.35 -2.27 1.36 0.26
H -6.704 3.885 0.109 -0.16 2.21 0.81 0.18
H -1.294 0.577 -0.552 -0.19 2.48 0.01 0.35
H -9.095 5.222 1.441 1.07 0.02 -2.09 0.27
H 10.020 -1.111 -2.160 -0.14 0.05 -0.02 0.40
H 1.172 -1.443 4.723 -0.17 -0.21 0.35 0.27
H -0.384 2.218 -0.343 -2.08 -0.58 -0.41 -0.04
H 0.579 5.198 -1.853 -1.13 0.64 1.92 0.38
H 3.948 -5.232 4.856 -0.14 0.08 0.00 0.39
H 3.722 -5.879 -5.269 -0.09 -0.16 -0.13 -0.22
H -9.026 4.389 -0.290 0.85 1.72 1.48 0.25
H 7.714 -0.248 -2.070 -0.31 -0.25 -0.16 -0.08
H -0.223 0.203 3.534 0.06 -0.08 0.08 0.38
H 7.791 -1.750 -1.151 -0.10 -0.08 -0.14 0.37
H 6.199 3.958 0.292 -0.01 -0.13 -0.09 0.40
H 0.322 -2.615 -7.456 0.05 -0.07 0.22 0.38
H -0.121 -3.147 -5.795 0.25 0.08 -0.17 0.29
H 2.428 -5.403 3.983 0.00 0.13 0.12 0.31
H 1.945 -6.847 -7.566 -0.16 0.41 0.06 0.28
H 5.836 3.466 -2.162 -0.15 -0.12 -0.01 0.35
H 2.697 -4.515 6.918 0.00 -0.19 0.01 0.34
H -4.502 -3.766 -5.786 0.11 0.12 0.09 0.34
H -0.695 -3.976 7.987 -0.09 0.14 -0.03 0.29
H -6.028 2.978 5.227 0.36 0.25 -0.08 0.29
H -1.808 1.936 1.721 -1.75 0.36 -2.01 0.12
H -2.352 0.093 -7.516 -0.13 0.08 -0.01 0.24
H 2.321 -6.929 -5.082 0.09 -0.01 -0.14 0.25
H 0.819 -1.647 -6.035 0.11 -0.18 -0.02 0.41
H -3.985 1.062 6.463 -0.16 0.01 -0.01 0.07
H -6.631 5.000 1.680 -0.27 0.19 -2.69 0.11
H -3.296 1.141 0.843 1.68 1.97 -0.44 0.29
H -3.020 3.058 0.702 1.07 -2.08 0.21 -0.01
H 1.740 -8.465 8.272 0.11 0.02 -0.15 0.31
H 1.189 -4.576 6.007 0.03 -0.38 0.16 -0.08
H 9.456 -2.655 -2.806 -0.03 0.16 0.03 0.33
```
Positions in Å, forces in eV/Å.

Properties
- maximum force (hartree/bohr) = 0.1708
- DFT total energy (eV) = -166458.649
- HOMO-LUMO gap (eV) = 7.2
- E_HOMO (eV) = -8.87
- LUMO (Eh) = -0.0616
- charge = 0



No. 3
# C8H21AuN2O

A molecular structure, C8H21AuN2O in a non-equilibrium geometry (ωB97M-V with the def2-TZVPD basis set, the Open Molecules 2025 dataset).

Geometry as XYZ:
```
33
Properties=species:S:1:pos:R:3:forces:R:3:mulliken_charge:R:1
Au 1.163 0.414 0.707 0.51 -0.85 -1.01 0.11
O 1.730 1.259 2.317 -1.11 0.88 1.82 -0.77
N -0.368 -3.183 -1.991 0.25 -2.28 0.20 -0.59
N 0.627 -0.592 -0.941 0.04 -0.26 -2.12 -0.46
C -0.571 -0.166 -3.013 -0.12 0.32 -2.67 -0.71
C -0.733 -0.280 -1.538 1.24 0.64 0.63 -0.66
C 0.029 2.922 2.337 -1.53 -0.69 -1.58 -1.36
C 0.485 1.657 3.047 2.44 -0.80 -1.66 1.86
C -0.485 -2.707 -3.404 1.16 -0.12 1.15 -0.62
C 1.005 2.116 4.327 -0.13 1.47 3.73 -1.80
C 0.195 -1.365 -3.658 -0.15 0.48 -0.05 -0.57
C -0.469 0.466 3.105 -2.84 0.49 1.36 -1.35
H 1.291 -1.379 -3.380 -1.19 -0.10 -0.29 0.32
H -0.735 0.078 4.157 0.61 0.86 -1.30 0.30
H 0.122 -1.201 -4.746 0.35 -0.06 0.28 0.36
H -1.525 0.006 -3.615 0.75 -0.57 1.14 0.38
H -1.271 -3.306 -1.548 -0.26 0.63 -0.07 0.20
H -1.448 -1.014 -1.250 -0.40 -0.66 0.31 0.27
H 1.375 1.332 5.033 -0.30 0.45 -0.74 0.37
H -0.016 0.747 -3.317 -0.02 -0.28 0.62 0.30
H -0.078 -4.211 -1.967 -0.01 1.94 -0.36 0.25
H 0.034 -3.448 -3.983 -0.05 -0.33 -0.68 0.43
H -0.117 2.688 1.236 0.47 0.51 1.10 0.25
H 1.811 2.849 4.155 -0.10 -0.55 0.02 0.40
H -1.452 0.852 2.683 0.83 -0.77 0.39 0.28
H 0.743 -1.625 -0.908 -0.16 0.80 -0.16 0.41
H -1.014 0.656 -1.087 -0.39 0.35 -0.01 0.41
H 0.221 2.745 4.896 0.86 -1.09 -0.63 0.32
H 1.289 -0.238 -1.680 -0.58 -0.70 1.12 0.31
H -0.193 -0.418 2.544 0.31 0.13 -0.09 0.34
H 0.807 3.643 2.531 0.10 0.41 -0.51 0.36
H -0.944 3.329 2.650 0.19 -0.14 0.38 0.37
H -1.508 -2.628 -3.701 -0.76 -0.12 -0.33 0.27
```
Positions in Å, forces in eV/Å.

Properties
- maximum force (hartree/bohr) = 0.0781
- DFT total energy (eV) = -17354.849
- HOMO-LUMO gap (eV) = 8.2
- E_HOMO (eV) = -7.75
- LUMO (Eh) = 0.0176
- charge = 0



No. 4
# C36H48FInN6O13P2SSi

A molecular structure, C36H48FInN6O13P2SSi (ωB97M-V with the def2-TZVPD basis set, the Open Molecules 2025 dataset).

Geometry as XYZ:
```
109
Properties=species:S:1:pos:R:3:forces:R:3:mulliken_charge:R:1
In 0.600 0.052 -0.272 0.02 0.46 0.26 3.37
S 1.628 -1.422 -2.082 -0.10 -0.09 -0.08 -0.74
P -0.035 -1.707 2.513 -0.17 -0.34 0.05 -0.05
P 2.905 -1.356 1.779 -0.08 0.13 0.09 0.56
Si -3.367 -2.149 -0.423 0.00 -0.30 -0.12 -0.30
F 2.690 7.020 -4.405 -0.03 0.00 -0.02 -0.32
O -0.300 -0.391 1.845 0.13 -0.02 -0.37 -0.46
O -1.757 -2.025 -0.252 0.29 -0.07 0.07 -0.78
O 1.719 1.327 -1.594 0.11 0.02 0.23 -0.96
O 1.764 -0.874 4.102 -0.01 0.04 0.08 -0.64
O 4.172 -1.095 2.494 0.00 0.01 0.02 -0.86
O 1.685 2.779 -3.281 -0.08 -0.04 0.06 -0.65
O 0.187 1.975 0.806 -0.11 0.06 -0.10 -0.51
O -0.895 -1.877 3.842 0.02 0.16 0.04 -0.53
O -0.367 4.852 -0.573 -0.07 -0.13 0.09 -0.59
O 2.296 -0.236 0.956 0.05 -0.23 -0.13 -0.59
O 3.015 -2.681 0.852 0.12 0.06 -0.03 -0.33
O -0.416 -2.900 1.614 0.29 -0.04 0.39 -0.42
O 0.050 7.872 -3.932 0.04 0.03 0.01 -0.63
N 0.462 -3.680 -1.156 -0.37 0.13 0.09 1.33
N 2.498 -3.958 -1.897 -0.11 0.05 -0.05 0.13
N -0.071 6.388 -2.212 -0.01 0.04 -0.02 -0.06
N -2.005 2.045 1.376 0.15 -0.04 -0.06 0.37
N 1.646 4.926 -1.661 -0.02 0.03 -0.13 0.26
N -1.133 0.866 -1.599 0.07 -0.05 0.20 1.22
C -4.837 1.716 0.832 0.05 -0.04 0.10 -0.76
C 1.976 -3.255 3.627 0.00 0.00 -0.05 -1.86
C 0.356 5.343 -1.421 0.07 -0.05 0.03 0.37
C -0.440 3.491 2.525 0.03 -0.06 0.01 -1.84
C -3.800 -2.895 -2.156 -0.03 0.13 0.12 2.45
C -2.429 1.024 0.422 0.02 -0.02 0.11 0.50
C -6.650 0.231 0.238 -0.05 -0.02 0.01 -0.70
C -3.656 -5.411 2.131 0.00 0.00 -0.01 -0.90
C 0.721 -5.081 -0.855 -0.08 0.02 0.04 -0.45
C -0.855 1.135 -2.876 0.01 -0.07 -0.07 -0.48
C 1.786 2.506 -2.092 -0.07 0.01 -0.24 0.52
C -6.142 1.532 0.658 -0.04 0.05 -0.05 -1.02
C -3.281 -4.501 1.155 0.02 0.01 -0.04 -0.02
C 0.588 7.011 -3.275 -0.06 -0.03 0.05 0.26
C 1.511 -3.082 -1.680 0.18 0.06 -0.07 0.60
C -5.482 -3.984 2.737 -0.01 0.00 0.01 -0.86
C 2.102 -5.303 -1.499 0.00 -0.03 0.00 -0.75
C -4.322 -0.478 -0.337 0.02 0.23 0.24 1.34
C -1.605 2.027 -3.618 -0.01 -0.02 0.01 -1.30
C 1.929 6.484 -3.444 0.04 0.00 -0.01 0.28
C -4.766 -5.156 2.924 0.01 -0.01 0.00 -0.72
C -3.861 0.563 0.717 -0.08 0.00 -0.18 0.51
C -2.950 2.387 -1.676 -0.01 0.01 -0.01 -0.44
C 3.779 -3.687 -2.499 0.03 0.01 0.02 -1.05
C -3.571 -1.838 -3.246 0.04 -0.03 0.04 -1.76
C -2.855 -4.069 -2.436 0.11 -0.02 0.05 -1.91
C 2.379 5.479 -2.689 0.03 0.03 0.02 0.00
C 2.084 3.647 -1.113 0.02 0.04 0.07 -0.77
C -2.658 2.677 -3.000 0.03 0.02 0.01 -1.07
C -5.096 -3.077 1.758 0.05 -0.01 0.03 -0.37
C -5.816 -0.690 -0.243 0.07 -0.01 -0.14 -1.29
C 1.683 -1.868 3.069 -0.04 -0.01 -0.16 1.47
C -5.232 -3.436 -2.269 0.05 0.00 0.03 -2.04
C -2.179 1.456 -1.003 0.06 0.09 -0.12 0.13
C -3.989 -3.313 0.937 -0.05 0.02 -0.04 1.01
C -0.729 2.428 1.509 -0.10 -0.02 -0.01 0.62
H 0.733 -5.239 0.224 0.01 0.02 0.01 0.16
H 3.841 -4.120 -3.501 0.00 0.00 0.01 0.33
H 4.574 -4.113 -1.884 0.00 0.00 0.00 0.33
H -1.079 -2.537 0.839 -0.46 0.09 -0.56 0.03
H -1.828 -3.729 -2.578 0.03 -0.02 0.07 0.43
H -5.979 -2.645 -2.294 -0.03 0.05 0.01 0.40
H -2.405 -4.720 0.554 0.04 0.03 0.04 -0.13
H -3.770 2.874 -1.169 -0.01 -0.02 -0.01 0.67
H -1.811 0.149 0.586 -0.05 -0.07 0.02 -1.11
H -1.163 3.488 3.340 0.01 0.03 -0.03 0.56
H -1.337 2.227 -4.645 0.02 -0.01 0.00 0.56
H -3.645 -2.295 -4.239 0.00 0.00 0.00 0.51
H -5.065 -5.865 3.686 0.00 0.01 0.01 0.38
H -6.841 2.349 0.794 0.02 0.01 0.01 0.43
H 2.674 -0.536 4.100 0.03 -0.04 0.02 0.49
H -5.477 -4.117 -1.450 -0.01 0.00 0.00 0.31
H 0.012 0.642 -3.293 0.00 0.03 -0.01 0.48
H 3.918 -2.611 -2.568 0.01 0.00 0.01 0.34
H -2.879 -4.812 -1.634 0.02 -0.01 -0.03 0.24
H -3.245 3.407 -3.542 -0.02 0.00 0.01 0.53
H 1.614 3.468 -0.152 -0.01 0.06 -0.04 -0.02
H -0.045 -5.719 -1.297 -0.02 0.01 0.02 0.36
H -0.390 -3.158 -0.910 0.06 -0.08 -0.02 -0.85
H 1.803 -4.020 2.871 0.01 -0.01 0.01 0.17
H -5.339 -3.993 -3.207 0.00 -0.01 0.00 0.55
H -4.473 2.699 1.116 -0.03 0.00 0.00 0.24
H -5.669 -2.167 1.647 -0.01 0.00 0.01 0.39
H -0.629 -1.237 4.518 0.03 -0.04 0.00 0.41
H -6.346 -3.774 3.355 0.00 0.01 0.00 0.42
H 3.947 -2.936 0.827 -0.05 -0.05 0.02 0.23
H 3.017 -3.298 3.950 0.01 0.00 -0.01 0.44
H -3.819 0.068 1.700 0.04 0.01 0.02 0.70
H 3.166 3.692 -0.979 0.00 -0.03 0.10 0.30
H -4.142 -0.032 -1.326 -0.05 -0.04 -0.03 0.17
H 2.826 -5.717 -0.796 0.00 0.00 0.00 0.40
H 0.562 3.337 2.917 0.00 -0.02 0.01 0.36
H 1.332 -3.450 4.484 0.00 0.00 0.00 0.40
H 3.362 5.063 -2.852 -0.01 -0.03 -0.01 0.39
H -1.012 6.706 -2.032 0.00 -0.01 0.00 0.21
H -3.162 -4.577 -3.357 0.01 0.02 -0.01 0.59
H -7.717 0.047 0.267 0.01 -0.01 -0.01 0.48
H -2.681 2.424 2.016 0.01 0.01 0.01 0.51
H -0.470 4.451 2.013 0.00 0.07 -0.05 0.21
H -6.230 -1.609 -0.630 -0.01 -0.08 0.03 0.19
H -2.578 -1.386 -3.161 0.00 0.00 -0.02 0.16
H 2.057 -5.961 -2.371 -0.01 0.01 0.00 0.37
H -4.313 -1.037 -3.203 -0.01 0.01 -0.01 0.35
H -3.081 -6.317 2.276 0.00 0.00 0.00 0.43
```
Positions in Å, forces in eV/Å.

Properties
- maximum force (hartree/bohr) = 0.0142
- DFT total energy (eV) = -118863.730
- HOMO-LUMO gap (eV) = 8.7
- ΔE to the lowest compared entry with this formula, charge and spin (kJ/mol) = 163.1
- E_HOMO (eV) = -8.58
- LUMO (Eh) = 0.0061
- charge = 0